DFT (ωB97M-V/def2-TZVPD) results for a structure of composition C48H72ClF27N16O18S8 at a distorted geometry.

Values from the calculation:
HOMO ... -0.2886 Ha
Gap between HOMO and LUMO ... 8.0 eV

Each line ends with the Mulliken charge.
Positions of all 190 atoms, in Å:
C 4.8266 4.9687 3.2550  -0.50
C 4.8956 3.8245 4.2226  -0.76
N 3.5827 3.3414 4.7242  0.28
C 2.7308 3.8309 5.7582  -0.84
C 1.6601 3.0147 5.8845  -0.47
N 1.9156 1.9838 4.9816  0.62
C 3.0124 2.2328 4.2573  -0.09
C 1.1739 0.7734 4.9653  -1.15
H 5.6587 4.8074 2.5684  0.24
H 5.0497 5.9072 3.9064  0.39
H 3.8880 5.1596 2.7632  -0.08
H 5.4471 4.1103 5.1130  0.42
H 5.2859 2.9471 3.7304  0.52
H 2.8399 4.8043 6.2706  0.44
H 0.7741 3.0424 6.4935  0.49
H 3.3127 1.8121 3.2579  0.71
H 1.3702 0.2883 4.0910  0.56
H 0.0942 0.8862 5.0072  0.14
H 1.4710 0.0640 5.8700  0.30
C 2.9973 4.0104 -6.7925  -1.07
C 3.1408 4.6593 -5.4397  -0.34
N 1.9785 4.2351 -4.6129  0.49
C 0.9889 5.0094 -4.1343  -0.60
C 0.0596 4.2192 -3.6367  -0.54
N 0.5167 2.9089 -3.7562  0.60
C 1.7533 2.9652 -4.2558  -0.69
C -0.2188 1.8272 -3.1021  0.83
H 2.0694 4.3737 -7.2714  0.34
H 2.8752 2.9341 -6.7325  0.19
H 3.8763 4.2351 -7.4012  0.41
H 3.1223 5.7523 -5.4252  0.42
H 4.1252 4.2470 -5.0484  0.22
H 1.0599 6.0695 -4.3381  0.53
H -0.8547 4.4086 -3.1040  0.36
H 2.4017 2.1296 -4.0798  0.61
H 0.4891 1.2066 -2.5114  -0.35
H -0.6306 1.2151 -3.9213  0.42
H -1.0965 2.2245 -2.5288  -0.80
C -4.4842 -5.3513 3.3975  -0.81
C -4.1571 -6.6756 2.6309  -0.57
N -2.9034 -7.3265 3.0097  0.22
C -2.5074 -7.8144 4.2415  -0.49
C -1.1858 -8.0909 4.1050  -0.57
N -0.7952 -7.7214 2.8284  0.42
C -1.8361 -7.2624 2.1772  0.40
C 0.5848 -7.6190 2.3595  -0.82
H -5.1397 -4.7928 2.7304  0.34
H -3.5655 -4.7698 3.6955  0.12
H -5.0524 -5.5968 4.3505  0.38
H -4.0657 -6.4560 1.5274  0.36
H -5.0032 -7.3696 2.8423  0.31
H -3.1500 -8.0554 5.0443  0.47
H -0.5165 -8.5302 4.7830  0.53
H -1.7012 -6.8231 1.1413  -0.45
H 0.9831 -8.5396 2.0357  0.35
H 1.2203 -7.1869 3.0891  0.43
H 0.6424 -6.9827 1.4208  0.08
C -4.2155 5.0856 1.6736  -0.85
C -3.4506 4.7301 3.0185  0.70
N -3.3447 3.2119 3.2218  0.25
C -2.4660 2.5056 4.0238  -0.97
C -2.7240 1.2152 3.8291  -0.52
N -3.7418 1.1180 2.8891  0.41
C -4.0802 2.3439 2.5035  -0.83
C -4.3967 -0.1388 2.3342  -0.83
H -5.2801 4.8462 1.6965  0.44
H -3.7053 4.5233 0.8962  -0.21
H -4.0198 6.2004 1.6048  0.36
H -3.9374 5.1080 3.9077  0.35
H -2.3701 5.0686 2.9754  -0.25
H -1.7336 3.1407 4.5556  0.83
H -2.4541 0.2820 4.3412  0.70
H -4.8280 2.6347 1.7492  0.82
H -4.2025 -0.9553 2.9909  0.47
H -4.0916 -0.4241 1.3389  0.21
H -5.4653 -0.0559 2.2365  0.29
C -3.9448 -7.7485 -3.8675  -1.05
C -2.4859 -8.1211 -4.1474  -0.45
N -1.7161 -6.9057 -4.4802  0.34
C -2.1013 -6.0681 -5.5260  -0.80
C -1.1110 -5.1152 -5.6079  -0.38
N -0.1617 -5.4391 -4.6849  0.42
C -0.5244 -6.5552 -4.0042  -0.55
C 1.1417 -4.8574 -4.4011  -0.45
H -4.4500 -8.6844 -3.6598  0.40
H -4.4509 -7.2788 -4.7413  0.31
H -3.9482 -6.9629 -3.0550  0.24
H -2.3924 -8.8305 -4.9246  0.36
H -2.0116 -8.5883 -3.2779  0.33
H -2.9922 -6.0519 -6.1788  0.31
H -0.9779 -4.2365 -6.1789  0.79
H -0.1537 -6.9747 -3.0926  0.58
H 1.2130 -4.4594 -3.3940  0.05
H 1.4460 -4.0784 -5.0759  0.14
H 1.7669 -5.7641 -4.4677  0.41
C 0.2390 2.3717 1.8949  0.65
C -0.2937 2.0253 0.5340  2.38
N 0.2186 0.7373 0.0900  1.33
C 1.5424 0.3580 -0.0918  -0.89
C 1.4776 -0.9159 -0.5321  -0.71
N 0.1613 -1.3288 -0.6151  1.63
C -0.5344 -0.3025 -0.2222  -1.34
C -0.3339 -2.6384 -0.9770  -0.93
H -0.1181 3.3115 2.3377  -0.37
H 1.3463 2.3182 1.9977  -0.36
H -0.0916 1.6067 2.6093  0.12
H -0.0378 2.8357 -0.1871  -0.43
H -1.4286 1.8457 0.6172  -1.85
H 2.4549 0.9452 0.1836  -0.13
H 2.1991 -1.6292 -0.8260  1.04
H -1.6203 -0.3474 -0.1381  0.57
H -1.1542 -2.6050 -1.7130  0.27
H -0.7369 -3.1033 -0.0399  0.13
H 0.5482 -3.1389 -1.3244  0.21
Cl -0.7759 -6.8304 -0.9131  -0.70
C 1.4809 -3.8595 2.3546  0.31
F 1.9297 -4.9907 2.8426  -0.16
F 2.2599 -2.8237 2.5707  -0.23
F 1.3721 -3.8922 1.0366  -0.12
S -0.1279 -3.5330 3.2065  0.32
O -0.5826 -2.2865 2.6623  -0.08
O -0.8607 -4.7302 2.8332  -0.23
N 0.0715 -3.2913 4.7488  -0.34
S 0.2892 -4.2745 5.9763  0.96
O -0.8626 -4.1964 6.8499  -0.66
O 0.8498 -5.5706 5.6255  -0.60
C 1.7934 -3.3822 6.7108  0.65
F 2.6923 -3.3116 5.7879  -0.22
F 1.4789 -2.1511 6.9628  -0.25
F 2.2152 -3.9655 7.8339  -0.22
C -4.8578 -0.5696 -3.3499  0.49
F -4.6902 0.0508 -4.5331  -0.21
F -5.8753 0.0222 -2.7623  -0.18
F -5.0958 -1.8565 -3.5066  -0.17
S -3.3024 -0.2153 -2.3136  0.65
O -3.4817 -0.7742 -0.9841  -0.67
O -2.2172 -0.6173 -3.1201  -0.52
N -3.3054 1.4480 -2.2319  -0.19
S -3.8558 2.3364 -1.0465  1.08
O -4.6929 1.7214 -0.0395  -0.79
O -2.8094 3.2675 -0.6269  -0.43
C -5.0503 3.4334 -1.9981  0.35
F -4.8370 3.3887 -3.3394  -0.21
F -6.2471 3.0261 -1.6736  -0.19
F -4.7960 4.7116 -1.5996  -0.18
C 3.9456 0.0439 -5.1346  0.38
F 3.3250 0.8780 -5.9733  -0.29
F 5.0300 -0.3517 -5.7673  -0.25
F 4.2948 0.6604 -4.0799  -0.18
S 2.8147 -1.4145 -4.6604  0.95
O 3.7467 -2.1495 -3.9043  -0.69
O 1.7904 -0.7487 -3.8692  -0.07
N 2.3410 -2.2237 -5.9597  -0.58
S 0.9657 -1.8153 -6.6843  0.98
O -0.1647 -2.4568 -6.0329  -0.54
O 0.7530 -0.4721 -7.1255  -0.61
C 1.2160 -2.9430 -8.1842  0.48
F 2.4206 -2.9292 -8.8205  -0.22
F 1.1549 -4.2187 -7.7431  -0.22
F 0.2233 -2.7855 -9.0633  -0.22
C -1.1372 7.0346 0.1124  0.27
F -1.7136 8.0465 0.7796  -0.27
F -2.0656 6.1642 -0.1630  -0.13
F -0.7265 7.5659 -1.0182  -0.23
S 0.2954 6.1958 0.9069  0.88
O 0.5027 5.0199 0.1303  -0.05
O 1.3463 7.1704 0.9836  -0.78
N -0.4663 5.9681 2.2998  -0.47
S 0.3628 5.4273 3.6013  0.45
O -0.5540 4.6238 4.3973  -0.89
O 1.7503 5.0700 3.3386  -0.08
C 0.5416 6.9971 4.5854  0.30
F -0.5953 7.7148 4.4738  -0.21
F 0.7021 6.5955 5.8276  -0.22
F 1.5795 7.6932 4.2693  -0.18
C 4.9732 2.2061 0.6751  -0.30
O 4.3461 2.9163 -0.3994  0.07
O 4.1404 1.9187 1.6836  -1.01
C 5.4608 0.8991 0.0072  0.74
F 5.8933 1.2832 -1.2295  -0.26
F 6.5520 0.3113 0.6789  -0.33
F 4.6681 -0.2066 -0.1671  -0.21
C 4.0604 4.2371 -0.0514  1.03
C 3.4525 4.8930 -1.2152  -1.30
H 4.0888 5.0525 -2.1020  0.38
H 2.5122 4.4827 -1.4638  -0.05
H 3.2487 5.9784 -0.9873  0.42
H 4.9825 4.7963 0.2674  0.15
H 3.3734 4.2881 0.8239  -0.67
H 5.9731 2.7679 0.9367  0.15